This record from OMol25 describes C57H63Cl2N5O4P2Sc as an isolated structure. The level of theory is ωB97M-V/def2-TZVPD.

The total energy is -140095.1183 eV. Its strongest force on any atom is 0.94 eV Å⁻¹. Its total charge is +1. Its gap between HOMO and LUMO is 6.84 eV. The value obtained for the highest occupied orbital energy is -8.61 eV. For the relative energy (zero: lowest compared OMol25 entry of this formula, charge and spin), the calculation gives 5.07 kcal per mole.

Each line ends with the Mulliken charge.
Cartesian coordinates (Å):
Sc 0.46 -0.73 -1.38  -1.7269
C 0.41 4.23 -0.88  -0.7830
N 1.29 3.56 -1.83  0.5329
C 2.26 4.37 -2.56  -1.1159
C 1.18 2.25 -2.02  -0.0303
O 0.42 1.54 -1.33  0.3472
C 1.98 1.60 -3.12  -0.9760
O 1.18 0.51 -3.55  -0.3616
C 1.84 -0.38 -4.41  -1.1118
C 1.21 -1.74 -4.21  0.2388
O 0.41 -1.90 -3.27  0.2706
N 1.57 -2.72 -5.03  0.4218
C 1.03 -4.06 -4.86  -0.8839
C 2.52 -2.49 -6.11  -0.9982
H -0.25 4.92 -1.42  0.5745
H 1.00 4.79 -0.16  0.4002
H -0.19 3.49 -0.37  -0.1471
H 2.38 5.31 -2.03  0.4118
H 1.92 4.58 -3.58  0.3144
H 3.23 3.88 -2.59  0.3870
H 2.91 1.23 -2.68  -0.0157
H 2.17 2.28 -3.95  0.9565
H 2.90 -0.44 -4.15  0.2969
H 1.75 -0.06 -5.45  0.8206
H 0.43 -4.34 -5.73  0.3823
H 0.41 -4.09 -3.97  0.0478
H 1.85 -4.77 -4.75  0.4314
H 3.43 -2.01 -5.74  0.3639
H 2.10 -1.89 -6.92  0.3001
H 2.80 -3.46 -6.52  0.3716
N -1.59 0.15 -2.50  0.2860
C -2.94 -0.39 -2.77  -0.6061
C -2.94 -1.86 -3.19  -0.8065
C -3.16 -2.86 -2.05  -0.6213
C -1.95 -3.20 -1.18  -0.3627
N -1.34 -2.01 -0.51  1.2121
H -1.67 1.08 -2.08  -0.2382
H -1.11 0.30 -3.38  0.2686
H -3.44 0.21 -3.53  0.9381
H -3.52 -0.28 -1.85  -0.4892
H -2.00 -2.09 -3.71  -0.1779
H -3.74 -2.00 -3.91  0.5401
H -3.49 -3.80 -2.48  0.5659
H -3.98 -2.51 -1.41  0.0003
H -1.19 -3.68 -1.79  0.1156
H -2.27 -3.92 -0.42  0.5124
H -0.90 -2.34 0.34  0.1949
H -2.09 -1.40 -0.19  -1.3565
C -1.29 0.70 6.78  -1.6872
C -0.91 1.66 5.64  1.4930
C -0.64 3.07 6.22  -1.7829
C 0.34 1.15 4.95  1.0125
C 1.52 1.05 5.68  -0.3307
C 2.68 0.58 5.11  -1.7576
C 2.67 0.18 3.79  -0.0956
C 1.52 0.25 3.00  0.2208
P 1.75 -0.32 1.20  1.7384
C 3.03 0.96 0.88  1.0093
C 4.37 0.75 0.58  -0.1841
C 5.25 1.81 0.46  -0.8034
C 4.81 3.11 0.63  -1.0190
C 3.47 3.34 0.93  -0.5680
C 2.60 2.28 1.05  -0.5172
C 2.43 -1.96 1.63  1.2832
C 3.63 -2.51 1.21  0.0632
C 3.99 -3.81 1.57  -0.8010
C 3.14 -4.57 2.36  -0.8874
C 1.92 -4.03 2.78  -0.7044
C 1.58 -2.74 2.42  -0.7553
C 0.36 0.74 3.61  -1.1878
O -0.78 0.78 2.83  0.3326
C -1.94 1.31 3.33  -0.8617
C -3.02 1.39 2.45  0.1240
C -4.23 1.91 2.90  0.1472
C -4.38 2.33 4.21  -1.7393
C -3.29 2.23 5.06  -0.3220
C -2.06 1.73 4.66  0.9416
P -2.86 0.80 0.73  2.3754
C -3.36 2.29 -0.23  0.6269
C -3.12 3.56 0.30  -1.1810
C -3.36 4.70 -0.44  -0.8078
C -3.84 4.60 -1.74  -0.8550
C -4.06 3.35 -2.29  -0.8406
C -3.82 2.20 -1.54  -0.0562
C -4.34 -0.31 0.71  0.4148
C -4.18 -1.48 1.45  -0.8046
C -5.19 -2.42 1.54  -0.6629
C -6.40 -2.20 0.88  -0.7067
C -6.57 -1.04 0.15  -0.6787
C -5.55 -0.09 0.07  -0.1445
H -0.48 0.62 7.51  0.4013
H -1.51 -0.29 6.39  0.3551
H -2.18 1.06 7.31  0.4089
H 0.17 3.04 6.95  0.3978
H -1.53 3.46 6.72  0.4201
H -0.36 3.76 5.42  0.3709
H 1.52 1.36 6.72  0.4046
H 3.59 0.51 5.69  0.4544
H 3.59 -0.19 3.34  0.3976
H 4.75 -0.25 0.44  0.1385
H 6.29 1.62 0.22  0.5065
H 5.50 3.94 0.54  0.3929
H 3.13 4.35 1.09  0.4919
H 1.56 2.46 1.32  0.2270
H 4.30 -1.96 0.56  -0.0108
H 4.93 -4.22 1.23  0.5144
H 3.41 -5.58 2.64  0.3934
H 1.25 -4.62 3.40  0.4770
H 0.64 -2.33 2.77  0.3842
H -5.06 1.96 2.21  0.5247
H -5.32 2.71 4.56  0.4147
H -3.41 2.56 6.09  0.4036
H -2.76 3.66 1.32  0.3738
H -3.17 5.67 0.00  0.4805
H -4.04 5.49 -2.32  0.4192
H -4.44 3.26 -3.30  0.4935
H -3.99 1.24 -2.00  -0.0280
H -3.25 -1.65 2.00  0.2317
H -5.05 -3.31 2.14  0.4626
H -7.20 -2.93 0.95  0.3948
H -7.52 -0.85 -0.35  0.4716
H -5.73 0.82 -0.48  0.3968
Cl 1.25 -3.52 -0.93  -0.3831
C 2.79 -3.24 -1.72  1.5532
C 3.51 -4.33 -2.14  -0.8425
C 4.74 -4.13 -2.77  -1.1133
C 5.19 -2.83 -2.93  -0.4314
C 4.43 -1.76 -2.49  0.4049
Cl 5.11 -0.16 -2.75  -0.1997
C 3.16 -1.86 -1.83  -1.3105
N 2.40 -0.86 -1.38  0.9781
H 3.12 -5.33 -1.98  0.5348
H 5.33 -4.97 -3.10  0.4533
H 6.14 -2.63 -3.40  0.4554